Molecular formula: C11H22BrN6O5PS2Zn
Method: DFT, ωB97M-V with the def2-TZVPD basis set

## Properties
LUMO level (spin up / spin down) = 2.3865 / 2.3860 eV
maximum force = 1.4 eV Å⁻¹
total charge = -1
highest occupied orbital energy (spin up / spin down) = -0.1102 / -0.1832 Eh
multiplicity = 2
E = -180363.157 eV

XYZ file:
```
49
Properties=species:S:1:pos:R:3:forces:R:3
Br 0.887693 5.899559 1.261420 -0.017 -0.014 -0.003
Zn -0.755767 0.294020 0.347761 0.270 -0.034 -0.111
S -0.958738 -0.568650 -1.980170 0.208 -0.106 0.333
S 0.376834 -2.177030 0.851751 -0.104 0.359 -0.487
P 0.326761 -1.861348 -1.112317 -0.523 -1.275 -0.385
O -2.722097 0.092257 1.032230 0.292 0.144 0.978
O -3.339597 0.183225 3.263863 0.452 0.097 -0.627
O -0.134698 -3.358007 -1.632014 0.007 0.211 0.020
O 1.730741 -1.737731 -1.898977 0.060 0.293 0.321
O 1.201760 0.529612 -0.068554 -0.024 0.392 0.520
N -2.442175 0.205844 2.339600 -0.085 -0.201 -0.492
N 0.758300 0.684136 3.901520 0.190 -0.227 -0.084
N -1.104635 2.467343 0.260692 -0.086 -0.096 -0.091
N -1.096040 0.463127 2.531215 -0.346 0.069 -0.236
N 1.657935 1.006317 2.837453 0.058 -0.186 0.089
N -1.319380 0.588016 4.890500 -0.006 -0.041 0.050
C -0.503869 -3.591874 -2.988091 0.070 -0.032 0.007
C 1.736910 1.428294 -0.979107 -0.233 -0.166 0.012
C -1.526038 5.170430 -0.071291 -0.038 0.276 -0.044
C -0.219416 3.333049 0.731375 0.119 0.194 0.144
C 2.884405 -2.419177 -1.395535 0.016 -0.016 -0.071
C 3.219421 -3.597557 -2.288582 -0.010 -0.021 -0.022
C -2.442285 4.253491 -0.547173 -0.182 -0.268 -0.065
C -2.195702 2.900252 -0.356079 -0.182 0.193 -0.100
C -1.985210 -3.886303 -3.081663 -0.082 -0.006 -0.014
C -0.594148 0.559134 3.715246 -0.068 0.088 0.351
C -0.406364 4.699238 0.579736 0.182 -0.207 0.119
H 0.643739 2.922555 1.246208 -0.032 0.026 -0.042
H -2.294337 0.345663 4.683129 0.011 0.036 0.038
H -1.676994 6.235146 -0.198897 -0.002 -0.037 0.005
H -2.243066 -4.717858 -2.422695 0.005 0.022 -0.028
H 1.740428 2.474316 -0.621548 0.047 0.020 -0.040
H 3.696517 -1.691656 -1.378885 0.007 0.058 -0.044
H 3.289991 -3.277950 -3.330729 0.020 -0.007 0.039
H -3.342212 4.576179 -1.054380 0.039 -0.008 0.015
H 0.978200 1.211905 4.728165 -0.072 0.229 -0.013
H 4.177347 -4.035425 -1.993067 -0.053 0.007 -0.005
H -2.560333 -3.011915 -2.777460 0.016 -0.021 -0.006
H -2.886596 2.130502 -0.683838 0.033 0.065 0.015
H -0.234731 -2.743938 -3.621239 -0.005 0.057 0.018
H 2.445357 -4.363368 -2.212901 0.027 0.030 -0.006
H 1.195567 1.419555 -1.941196 0.006 0.035 0.017
H 1.237846 0.793318 1.926412 -0.148 0.091 -0.117
H -2.253891 -4.154747 -4.108801 0.003 0.024 0.059
H 2.705996 -2.742388 -0.369513 -0.014 0.014 0.040
H -0.893081 0.052101 5.631455 0.001 -0.032 -0.004
H 2.783947 1.176016 -1.201599 0.057 -0.011 -0.023
H 2.384859 0.298850 2.887537 0.042 -0.003 -0.029
H 0.070845 -4.456528 -3.330967 0.074 -0.016 0.002
```
Positions in Å, forces in eV/Å.


Molecular formula: C36H101N7O11
Method: DFT, ωB97M-V with the def2-TZVPD basis set

## Properties
LUMO level = 0.3838 eV
maximum force = 2.4 eV Å⁻¹
SMILES = COC[C@H](C)N.COC[C@H](C)N.COC[C@H](C)N.COC[C@H](C)N.COC[C@H](C)N.COC[C@H](C)N.COC[C@H](C)N.CCO.CCO.CCO.CCO
highest occupied orbital energy = -0.3251 Eh
E = -71917.591 eV

XYZ file:
```
155
Properties=species:S:1:pos:R:3:forces:R:3
O 16.290864 0.649982 15.277702 -0.294 -0.662 -0.318
O 14.611660 9.729891 13.708711 0.097 0.290 0.439
O 12.886166 4.652419 15.888247 -0.546 -0.730 0.052
O 17.190657 2.703437 19.886243 0.225 0.210 0.616
O 6.267864 3.256658 16.689557 0.043 -0.395 -0.004
O 14.758271 6.674905 17.627060 -0.460 -0.012 -0.860
O 11.761989 1.016704 12.955529 0.210 0.638 0.162
O 13.047007 -0.786964 14.660637 0.032 0.373 -0.652
O 11.096198 1.379850 21.439126 -0.232 -0.006 0.101
O 9.820852 8.240002 17.783097 -0.396 0.073 -0.133
O 11.138713 5.191140 20.302921 -0.161 0.862 -0.360
N 8.412625 6.431246 20.112810 0.092 0.509 0.639
N 15.229347 -3.149597 12.810318 0.228 0.465 -0.005
N 15.242056 3.979348 14.285802 -1.054 -0.515 -0.302
N 11.583699 10.547949 17.969575 -0.829 -0.020 -0.001
N 9.228918 -0.497000 24.062598 -1.013 0.089 -0.683
N 17.399525 1.735214 22.564820 0.893 -0.012 -0.614
N 14.178199 7.226261 14.963857 0.047 0.646 -0.235
C 9.667990 11.788007 18.945686 0.040 -0.065 -0.810
C 11.961078 4.489216 16.986999 0.673 1.941 0.157
C 13.299393 -1.887067 12.019968 -1.016 0.499 -0.265
C 13.952550 7.483895 19.756310 -0.584 0.781 0.971
C 11.345571 5.150519 21.692258 -0.065 -0.568 0.494
C 9.286861 9.545813 17.827309 0.393 0.490 0.849
C 13.330812 9.359469 14.160878 -0.101 -1.557 0.037
C 9.961473 4.550449 19.868386 -0.201 -1.362 1.162
C 12.478426 1.251236 21.773169 -0.701 0.413 -1.388
C 16.001023 2.019805 15.471222 0.431 -0.342 -1.230
C 10.207880 1.150614 22.493465 -0.619 -0.320 0.779
C 10.263441 10.417868 18.619737 0.334 0.168 0.031
C 14.726420 9.883100 12.335181 0.743 -0.403 -1.849
C 16.841618 -0.004612 16.377051 0.623 -0.328 0.431
C 11.620919 3.419869 12.758273 0.338 -0.114 0.297
C 11.759786 7.367992 14.433646 0.190 0.347 -1.193
C 7.477022 4.225780 20.172614 -0.137 -0.943 -0.429
C 10.206964 -0.300237 22.973335 0.498 -0.805 0.833
C 12.892959 -0.542001 16.018173 0.948 -1.243 1.658
C 12.239353 3.223704 17.729323 0.834 -0.949 -0.459
C 14.469514 -1.864198 12.973874 0.960 -1.233 0.030
C 16.678025 3.691019 19.028946 0.757 0.877 -1.021
C 13.170127 7.821150 14.053958 0.110 -0.472 0.147
C 9.935964 -1.246787 21.803849 -0.603 0.075 -0.494
C 8.307780 4.172477 15.930160 -0.119 -0.420 0.147
C 7.327853 3.014272 15.750365 0.023 0.494 0.467
C 8.691120 5.060472 20.548789 -0.968 0.562 -1.165
C 11.570253 2.255877 13.720851 -0.121 -2.272 -0.697
C 14.251778 7.816679 18.302768 0.421 -0.689 0.316
C 15.758337 2.587776 14.080528 0.122 1.848 0.038
C 16.049358 -0.211259 21.929804 0.853 0.279 0.689
C 17.019655 2.760485 13.215021 -0.566 -1.419 0.545
C 14.016827 -1.814312 14.424333 -0.666 0.272 0.163
C 16.253309 1.828997 20.458186 -0.690 -0.117 0.033
C 16.963682 0.896113 21.430760 -0.102 0.387 -0.848
C 9.026401 7.365241 17.021085 -0.015 -0.458 0.000
H 8.291921 -0.400979 23.649476 0.210 0.419 0.197
H 7.831940 2.062399 15.931130 -0.070 -0.035 0.128
H 12.689295 -1.474188 16.572114 -0.843 -0.044 -0.303
H 10.756032 -1.467195 21.119438 0.141 0.338 0.114
H 12.755483 0.209262 21.942480 0.090 0.105 0.334
H 9.199552 -1.491199 24.282134 0.464 0.096 0.232
H 11.057556 4.282516 13.112098 0.105 0.054 0.088
H 15.215504 -1.094869 12.736468 -0.743 0.586 0.140
H 16.073378 -3.093671 13.386737 -0.264 -0.103 0.039
H 10.361953 1.856918 23.318386 0.292 -0.163 0.150
H 12.674810 3.678196 12.636975 -0.110 0.282 -0.183
H 12.157558 0.211077 16.269271 -0.154 0.107 -0.411
H 8.691467 5.040467 21.642477 0.701 -0.039 -0.073
H 8.925628 4.003834 16.813458 0.177 -0.282 -0.145
H 13.402816 7.528213 13.025982 -0.214 0.009 -0.123
H 9.239401 12.286729 18.067467 -0.098 -0.290 -0.116
H 15.633427 3.978707 19.153672 -0.115 -0.421 0.141
H 10.455258 12.473612 19.253592 -0.055 -0.170 0.553
H 12.198939 5.359501 17.616758 -0.403 -0.290 0.426
H 12.900038 5.599042 15.719654 0.248 0.039 -0.009
H 8.344844 9.576471 18.392782 -0.213 -0.272 -0.348
H 14.564217 6.327142 14.674401 -0.035 0.193 -0.338
H 17.398469 1.761283 12.980523 -0.022 0.124 -0.418
H 13.847676 -0.332636 16.529894 0.111 0.834 -0.508
H 17.806063 0.515043 20.831487 0.020 -0.309 0.361
H 17.795487 0.459172 16.646716 -0.129 0.232 0.441
H 9.909643 4.603684 18.782051 -0.132 0.567 -0.009
H 9.259731 6.958865 19.929563 -0.035 -0.075 -0.019
H 16.159827 -0.088144 17.229801 -0.009 0.464 0.166
H 13.473591 -2.304230 11.024490 0.753 0.464 -0.018
H 6.912074 2.957223 14.743335 -0.023 0.205 -0.048
H 14.340097 3.874283 14.765018 0.364 0.235 0.361
H 6.087945 2.462813 17.201529 -0.004 0.007 -0.138
H 9.431226 6.370079 17.192268 0.102 -0.009 -0.267
H 16.645435 -0.790325 22.641501 -0.161 -0.209 -0.035
H 14.610410 8.984482 11.701930 -0.634 -0.291 0.660
H 15.273516 0.266188 22.530062 -0.323 -0.204 -0.237
H 9.513462 -2.211605 22.094722 0.265 0.019 0.420
H 17.112230 -1.041853 16.160116 -0.252 0.074 -0.612
H 10.061556 3.468020 20.062581 -0.006 0.005 0.260
H 7.281881 4.194768 19.093715 0.186 0.246 -0.025
H 15.760607 10.102855 12.052763 -0.036 0.578 0.628
H 14.941676 7.902439 14.955664 0.260 -0.442 0.129
H 12.916474 -0.864505 11.955049 -0.070 -0.170 -0.418
H 13.279829 9.542271 15.237522 -0.025 0.582 -0.095
H 15.102737 2.153012 16.083733 0.210 0.103 0.307
H 13.530099 -2.775183 14.627752 0.165 -0.085 0.161
H 17.922900 2.490148 22.108766 -0.353 0.128 0.299
H 10.437631 9.916926 19.576991 -0.001 -0.126 -0.061
H 7.832787 6.458942 19.289129 0.028 -0.145 -0.097
H 11.149201 -0.520604 23.491597 0.170 -0.007 -0.488
H 15.734495 1.288322 19.655045 0.022 -0.282 0.082
H 8.865232 11.661987 19.668837 0.116 0.300 0.212
H 14.833821 7.528813 20.399590 0.135 -0.041 -0.222
H 11.882198 9.596689 17.761381 0.121 0.229 -0.168
H 9.022935 7.614049 15.953637 0.208 0.009 -0.015
H 12.191620 0.390807 13.566855 -0.128 0.023 -0.335
H 15.034550 8.589970 18.300404 -0.360 0.175 -0.086
H 13.418286 6.571866 20.031812 0.138 -0.300 -0.890
H 11.390861 11.016314 17.083652 0.414 -0.128 -0.041
H 9.146405 9.938379 16.811900 -0.099 0.051 0.000
H 8.933942 4.298844 15.045730 0.060 0.205 0.114
H 12.900025 1.578386 20.819077 0.682 -0.083 0.338
H 15.483854 2.360099 21.038468 0.034 0.251 -0.129
H 17.250388 4.622817 19.113792 -0.007 -0.136 0.622
H 11.553059 7.621055 15.472851 -0.273 0.033 -0.015
H 17.836519 3.260091 13.731813 -0.251 0.398 0.108
H 16.896589 2.530065 15.843860 -0.285 0.083 0.532
H 9.126244 -0.779994 21.226015 0.187 -0.069 -0.215
H 12.442772 -2.508364 12.306957 0.291 0.036 0.766
H 14.509218 6.767941 16.661649 0.244 0.007 1.256
H 13.346579 8.208741 17.817916 0.170 -0.144 -0.075
H 10.949437 4.654091 16.604125 -0.069 -0.552 0.132
H 12.120708 2.372700 17.047503 -0.198 -0.030 0.183
H 11.709145 3.036581 18.657167 -0.469 0.260 -0.165
H 12.388329 2.219437 14.447069 -0.320 0.777 0.259
H 12.771444 1.947087 22.562618 0.046 -0.244 0.193
H 14.803262 -1.618047 15.157480 0.442 -0.323 -0.347
H 15.607384 -3.066619 11.866161 -0.114 -0.419 0.058
H 14.903720 4.273347 13.365654 0.432 0.145 -0.002
H 18.147534 1.258759 23.070268 -0.349 -0.175 0.106
H 9.177551 1.336112 22.170015 0.136 0.215 -0.488
H 11.199348 4.116537 22.040019 0.473 -0.007 0.055
H 11.094822 7.854457 13.710079 -0.312 0.291 0.517
H 12.538448 9.864788 13.602582 -0.017 0.123 0.123
H 14.070425 10.637719 11.891390 -0.079 0.189 0.355
H 14.985333 2.023998 13.547397 0.283 -0.459 0.048
H 16.909472 3.436039 17.986737 -0.623 -0.378 0.008
H 7.973279 7.317560 17.326624 0.033 0.326 0.221
H 15.682019 -0.892869 21.166609 -0.166 0.186 -0.104
H 13.295308 3.204596 18.019663 0.023 0.209 -0.124
H 11.231367 3.124462 11.785279 -0.095 -0.100 0.057
H 10.674907 5.734582 22.336989 -0.193 0.327 -0.591
H 12.349579 5.528665 21.872461 0.100 -0.289 0.023
H 6.555214 4.573062 20.639341 0.157 0.198 0.144
H 11.566284 6.313750 14.224747 0.372 -0.120 0.372
H 7.763445 5.075224 16.201319 -0.205 0.112 -0.578
H 7.605227 3.173351 20.453301 0.072 0.127 0.166
H 13.265705 8.255961 20.135734 0.277 0.127 -0.004
H 10.596590 2.070784 14.191641 0.103 0.805 0.314
H 16.698459 3.296157 12.326122 0.412 -0.005 -0.232
```
Positions in Å, forces in eV/Å.


Short version: energy relative to the best compared isomer or geometry (same formula, charge and spin) = 13.2, 37.3 kcal/mol, in the order given.